# C24H28N3OP2RbTe4

A molecular structure, C24H28N3OP2RbTe4 at a distorted geometry (ωB97M-V/def2-TZVPD, the OMol25 dataset).

## Properties
Energy relative to the best compared isomer or geometry (same formula, charge and spin) (eV): 3.0898
Total charge: -2
Highest occupied orbital energy (Ha): -0.0005
Gap between HOMO and LUMO (eV): 3.309
E_tot (eV): -80266.502

```
63
Properties=species:S:1:pos:R:3:forces:R:3:nbo_charge:R:1
Rb -0.23931 0.21589 0.52104 -1.4 -0.8 -0.5 0.86
C 2.90464 1.92663 3.93478 -0.1 0.0 0.0 -0.69
C 1.70976 1.47407 3.13640 0.6 -0.3 -0.2 0.12
N 1.81693 0.70829 2.09233 0.6 0.3 0.6 -0.23
N 3.05637 0.33453 1.73967 0.5 0.1 0.4 -0.52
C 3.12887 -0.30047 0.55764 -0.6 -0.1 -0.2 0.60
O 2.20057 -0.50636 -0.24866 1.0 -0.2 0.8 -0.71
C 4.49887 -0.77234 0.19001 0.5 -0.1 0.0 -0.13
C 4.66507 -1.52671 -0.96781 -0.2 0.0 -0.1 -0.11
C 5.91497 -1.99840 -1.33572 0.1 0.0 0.0 -0.24
C 7.02614 -1.72038 -0.55044 -0.1 0.0 0.0 -0.22
C 6.87182 -0.96352 0.60525 0.1 0.0 0.0 -0.24
C 5.62115 -0.49670 0.97364 -0.2 0.1 0.0 -0.18
C 0.37840 1.92868 3.51667 -0.7 0.1 0.2 0.19
C 0.17974 2.71714 4.66298 0.2 -0.1 0.0 -0.27
C -1.08828 3.14279 4.99952 -0.2 0.0 0.0 -0.17
C -2.16361 2.78961 4.19600 0.2 0.0 0.1 -0.29
C -1.88629 2.00914 3.08440 -0.2 0.0 -0.1 0.06
N -0.67735 1.58923 2.74558 0.2 0.5 0.8 -0.46
H 3.79720 1.52172 3.46908 0.0 0.0 0.0 0.26
H 2.85204 1.57216 4.96843 0.0 0.0 0.0 0.20
H 2.97813 3.01811 3.95617 0.0 0.0 0.0 0.20
H 3.79661 -1.74762 -1.57596 -0.1 0.0 0.1 0.24
H 6.02193 -2.59019 -2.23635 0.0 0.0 0.0 0.21
H 8.00236 -2.09569 -0.83345 0.0 0.0 0.0 0.20
H 7.73676 -0.73844 1.21899 0.0 0.0 0.0 0.19
H 5.48619 0.09320 1.86941 0.0 0.0 0.0 0.23
H 1.02251 2.98069 5.28642 0.0 0.0 0.0 0.21
H -1.24683 3.74688 5.88526 0.0 0.0 0.0 0.20
H -3.17357 3.10212 4.41994 0.0 0.0 0.0 0.21
H -2.69543 1.70484 2.42442 0.0 0.0 0.0 0.20
C 1.21679 2.45544 -0.54377 0.3 0.6 0.1 -0.98
P 1.50967 1.26142 -1.89505 0.8 1.4 -1.1 0.96
C 3.28638 1.69639 -2.21178 -0.1 0.0 0.1 -0.95
C 0.71854 2.27196 -3.25633 -0.2 -0.3 -0.1 -0.36
C 0.95973 3.58635 -3.62835 0.0 0.0 0.1 -0.22
C 0.19059 4.18585 -4.62244 0.0 0.0 0.0 -0.26
C -0.82185 3.46277 -5.23744 0.0 0.0 0.0 -0.24
C -1.06022 2.13741 -4.88229 0.1 0.0 0.0 -0.19
C -0.28457 1.52264 -3.90335 0.0 0.0 0.4 -0.32
P -0.43581 -0.17856 -3.03221 -0.9 0.8 -2.0 0.75
C -1.73191 -0.89766 -4.15464 0.0 0.1 0.1 -0.98
C 1.05060 -0.87966 -3.91492 0.1 0.1 -0.2 -0.98
H 1.61330 3.44048 -0.80036 0.0 0.0 0.0 0.21
H 1.69900 2.09789 0.36478 0.0 0.2 0.0 0.24
H 0.14958 2.55234 -0.36038 -0.1 0.3 -0.1 0.21
H 3.38663 2.72703 -2.55751 0.1 0.0 0.0 0.20
H 3.70439 1.02486 -2.96251 0.0 0.0 0.0 0.23
H 3.85724 1.57465 -1.29024 0.0 0.0 0.0 0.23
H 1.73372 4.16955 -3.13529 0.0 0.0 0.0 0.19
H 0.37490 5.21551 -4.90971 0.0 0.0 0.0 0.19
H -1.43339 3.93211 -6.00186 0.0 0.0 0.0 0.19
H -1.85000 1.58721 -5.38219 0.0 0.0 0.0 0.20
H -1.41953 -0.80750 -5.19871 0.0 0.0 0.0 0.20
H -2.67259 -0.36224 -4.01353 0.0 0.0 0.0 0.22
H -1.90718 -1.95137 -3.93055 0.1 0.0 0.1 0.27
H 1.45102 -0.18524 -4.66165 -0.1 0.0 0.0 0.20
H 0.76135 -1.80652 -4.41431 0.0 0.0 0.1 0.25
H 1.84719 -1.10538 -3.20386 0.0 -0.1 0.0 0.23
Te -2.58087 -1.98300 -0.54465 -1.5 0.3 0.5 -0.28
Te -4.26972 -4.02473 -1.05723 0.1 0.1 0.0 -0.65
Te -0.16496 -4.71637 -2.54413 0.2 -0.3 -0.2 -0.68
Te -0.07596 -2.31594 -1.40492 0.8 -2.6 0.2 0.01
```
Forces are in eV/Å.